Record 1
{"formula": "C3H5NO2", "method": "wB97M-V/def2-TZVPD", "symbols": ["O", "C", "C", "O", "C", "N", "H", "H", "H", "H", "H"], "xyz": [[1.860, -0.090, 0.429], [0.742, -0.782, -0.044], [-0.470, 0.137, 0.195], [-0.077, 1.448, -0.200], [-1.656, -0.299, -0.567], [-2.575, -0.656, -1.171], [1.667, 0.824, 0.147], [0.834, -1.053, -1.106], [0.600, -1.705, 0.527], [-0.701, 0.111, 1.266], [-0.223, 2.066, 0.524]], "forces_ev_per_a": [[0.09, 0.18, -0.03], [-0.29, -0.28, -0.06], [-0.02, -0.08, 0.06], [-0.25, 0.14, 0.00], [-0.79, -0.27, -0.48], [0.91, 0.32, 0.61], [0.52, -0.26, 0.13], [-0.06, 0.18, 0.12], [0.10, 0.10, -0.07], [-0.06, 0.05, -0.16], [-0.14, -0.08, -0.11]], "mulliken_charge": [-0.52, -0.57, 0.34, -0.60, 0.12, -0.38, 0.36, 0.31, 0.33, 0.27, 0.34], "e_above_lowest_kcal_mol": 37.51, "lumo_ha": 0.0104, "homo_ev": -10.889, "charge": 0}


Record 2
{"formula": "C3H5NO2", "method": "wB97M-V/def2-TZVPD", "symbols": ["C", "C", "O", "O", "C", "N", "H", "H", "H", "H", "H"], "xyz": [[0.150, -1.234, 0.647], [0.950, -0.677, -0.470], [1.437, -1.189, -1.427], [1.055, 0.763, -0.374], [-0.067, 1.495, -0.196], [-1.194, 0.998, 0.082], [0.534, -0.869, 1.604], [-0.804, -0.657, 0.509], [0.078, -2.322, 0.623], [0.134, 2.557, -0.351], [-1.953, 1.651, 0.186]], "forces_ev_per_a": [[-0.12, 0.03, 0.02], [-0.04, 0.12, -0.37], [-0.14, 0.22, 0.69], [-0.11, -0.14, -0.24], [-0.48, 0.07, 0.07], [0.06, 0.51, -0.27], [0.11, -0.13, -0.08], [0.48, -1.27, 0.32], [0.03, 0.23, -0.10], [0.15, -0.15, 0.09], [0.07, 0.51, -0.14]], "mulliken_charge": [-0.92, 0.60, -0.48, -0.33, 0.07, -0.55, 0.31, 0.40, 0.31, 0.39, 0.20], "e_above_lowest_kcal_mol": 30.00, "lumo_ha": 0.0315, "homo_ev": -10.419, "charge": 0}


Record 3
{"formula": "C3H5NO2", "method": "wB97M-V/def2-TZVPD", "symbols": ["N", "C", "O", "C", "C", "O", "H", "H", "H", "H", "H"], "xyz": [[-1.052, -1.646, 1.177], [-1.526, -1.681, 0.126], [-0.911, 0.460, -1.349], [-0.469, 1.329, -0.635], [1.606, -0.071, 0.534], [2.136, 0.973, 0.831], [0.824, -0.539, 1.156], [-1.963, -1.709, -0.849], [-0.786, 1.448, 0.418], [0.296, 2.037, -0.996], [1.844, -0.602, -0.412]], "forces_ev_per_a": [[-0.63, -0.15, -1.01], [0.32, -0.13, 1.02], [0.18, 0.51, 0.19], [-0.17, -0.12, -0.29], [0.18, 0.19, 0.14], [-0.14, -0.40, -0.18], [0.27, 0.10, 0.05], [0.03, 0.00, 0.09], [-0.04, -0.07, -0.14], [-0.11, 0.00, 0.00], [0.09, 0.07, 0.11]], "mulliken_charge": [-0.48, 0.18, -0.42, -0.28, -0.10, -0.43, 0.30, 0.28, 0.35, 0.32, 0.27], "e_above_lowest_kcal_mol": 74.48, "lumo_ha": 0.0112, "homo_ev": -10.130, "charge": 0}


Record 4
{"formula": "C3H5NO2", "method": "wB97M-V/def2-TZVPD", "symbols": ["O", "C", "C", "O", "C", "N", "H", "H", "H", "H", "H"], "xyz": [[-1.597, 0.628, 0.019], [-0.203, 0.843, 0.207], [0.364, -0.566, 0.005], [-0.019, -1.057, -1.249], [1.812, -0.747, 0.205], [2.895, -1.022, 0.503], [-2.036, 1.455, -0.200], [0.184, 1.560, -0.528], [0.017, 1.200, 1.220], [-0.056, -1.167, 0.825], [-0.959, -0.817, -1.302]], "forces_ev_per_a": [[-0.18, 0.21, 0.05], [0.33, 0.01, 0.08], [0.01, 0.03, 0.33], [-0.15, -0.04, -0.04], [0.94, -0.15, 0.31], [-1.00, 0.47, -0.43], [0.07, -0.04, 0.04], [0.07, -0.24, 0.07], [-0.03, -0.03, -0.13], [-0.22, -0.09, -0.13], [0.17, -0.14, -0.18]], "mulliken_charge": [-0.54, -0.44, 0.41, -0.51, 0.05, -0.40, 0.31, 0.32, 0.30, 0.14, 0.37], "e_above_lowest_kcal_mol": 36.89, "lumo_ha": 0.0145, "homo_ev": -10.971, "charge": 0}


Record 5
{"formula": "C3H5NO2", "method": "wB97M-V/def2-TZVPD", "symbols": ["C", "C", "C", "H", "H", "H", "H", "H", "N", "O", "O"], "xyz": [[-1.676, 0.803, -1.209], [-0.873, -0.108, -0.318], [2.425, 0.061, 0.792], [-2.503, 1.340, -0.555], [-0.956, 1.624, -1.705], [-2.254, 0.031, -1.876], [3.085, -0.701, 1.287], [3.101, 0.889, 0.067], [1.063, -0.255, 0.987], [-1.140, -1.292, -0.074], [0.244, 0.551, 0.110]], "forces_ev_per_a": [[-1.17, 0.67, -0.28], [-0.34, -2.64, 0.56], [-3.17, -0.57, -0.68], [1.79, -0.95, -1.31], [-2.00, -2.07, 0.83], [1.21, 2.01, 0.72], [-0.84, 1.07, -0.04], [-2.90, -2.34, 2.01], [6.05, 1.95, -2.08], [0.76, 3.27, -0.50], [0.61, -0.40, 0.76]], "mulliken_charge": [-0.75, 0.65, -0.19, 0.22, 0.27, 0.27, 0.28, 0.23, -0.32, -0.53, -0.12], "e_above_lowest_kcal_mol": 99.26, "lumo_ha": 0.0069, "homo_ev": -10.404, "charge": 0}


Record 6
{"formula": "C3H5NO2", "method": "wB97M-V/def2-TZVPD", "symbols": ["C", "N", "C", "O", "C", "O", "H", "H", "H", "H", "H"], "xyz": [[0.216, -0.815, -0.465], [1.184, -0.672, 0.613], [0.686, 0.184, 1.403], [-0.510, 0.751, 1.119], [-0.829, 0.337, -0.211], [-0.585, 1.357, -1.116], [0.771, -0.794, -1.431], [0.098, 0.874, -1.584], [-0.272, -1.788, -0.443], [1.129, 0.504, 2.337], [-1.888, 0.063, -0.224]], "forces_ev_per_a": [[-0.42, -0.19, 0.09], [-0.28, 0.21, 0.47], [0.29, -0.27, 0.03], [0.02, -0.02, 0.04], [0.13, -0.83, 0.00], [0.12, -0.28, -0.10], [-0.60, 0.36, 0.31], [0.41, 1.22, -1.05], [0.10, -0.16, 0.18], [0.03, 0.03, -0.05], [0.20, -0.07, 0.09]], "mulliken_charge": [-0.69, -0.47, 0.09, -0.35, 0.31, -0.48, 0.33, 0.33, 0.27, 0.39, 0.26], "e_above_lowest_kcal_mol": 34.11, "lumo_ha": 0.0327, "homo_ev": -10.164, "charge": 0}


Record 7
{"formula": "C3H5NO2", "method": "wB97M-V/def2-TZVPD", "symbols": ["O", "C", "C", "O", "C", "N", "H", "H", "H", "H", "H"], "xyz": [[1.629, 0.359, 0.477], [0.663, -0.473, -0.137], [-0.658, 0.197, 0.238], [-0.624, 1.554, -0.118], [-1.782, -0.455, -0.458], [-2.634, -1.004, -1.012], [2.467, -0.100, 0.572], [0.775, -0.487, -1.230], [0.688, -1.504, 0.239], [-0.799, 0.070, 1.323], [0.275, 1.844, 0.105]], "forces_ev_per_a": [[0.29, -0.09, 0.11], [-0.21, -0.19, -0.13], [-0.03, -0.27, 0.03], [0.14, 0.15, 0.03], [-0.73, -0.50, -0.49], [0.82, 0.52, 0.56], [0.00, 0.00, -0.08], [0.02, 0.04, 0.18], [0.01, 0.18, -0.01], [-0.07, 0.05, -0.16], [-0.22, 0.10, -0.04]], "mulliken_charge": [-0.55, -0.51, 0.36, -0.51, 0.10, -0.39, 0.31, 0.30, 0.35, 0.18, 0.36], "e_above_lowest_kcal_mol": 35.21, "lumo_ha": 0.0140, "homo_ev": -10.996, "charge": 0}


Record 8
{"formula": "C3H5NO2", "method": "wB97M-V/def2-TZVPD", "symbols": ["C", "C", "C", "H", "H", "H", "H", "H", "N", "O", "O"], "xyz": [[-0.548, 0.660, -0.251], [1.081, 0.664, 0.091], [0.951, -0.868, 0.000], [-1.948, -1.767, 0.666], [-1.099, 1.703, 0.182], [-0.761, 1.144, -1.274], [1.178, 1.260, 1.265], [1.908, 1.139, -0.611], [-0.521, -0.687, 0.223], [-1.777, -1.300, -0.117], [1.534, -1.948, -0.174]], "forces_ev_per_a": [[2.20, 6.18, 0.01], [0.37, 2.51, 1.32], [-0.92, -3.86, 0.13], [-0.76, -1.29, 1.71], [0.94, -3.42, 0.82], [0.57, -2.76, 0.27], [0.05, -2.45, -3.58], [-2.03, -1.04, 1.32], [-1.19, 1.74, -1.28], [2.12, 0.15, -1.36], [-1.33, 4.24, 0.63]], "mulliken_charge": [-0.43, -0.46, 0.43, 0.35, 0.20, 0.23, 0.22, 0.30, 0.11, -0.39, -0.54], "e_above_lowest_kcal_mol": 130.07, "lumo_ha": 0.0207, "homo_ev": -9.499, "charge": 0}


Record 9
{"formula": "C3H5NO2", "method": "wB97M-V/def2-TZVPD", "symbols": ["C", "C", "N", "C", "O", "O", "H", "H", "H", "H", "H"], "xyz": [[-0.785, -0.593, 1.201], [0.085, 0.054, -0.232], [-0.579, 1.087, -0.841], [1.341, 0.123, 0.291], [-0.292, -1.451, -0.698], [-0.706, -1.326, 2.089], [-1.015, -1.310, -1.330], [-0.051, 1.938, -0.972], [-1.577, 1.193, -0.689], [1.692, 1.065, 0.675], [1.887, -0.780, 0.506]], "forces_ev_per_a": [[-2.57, -0.95, 3.15], [1.75, -2.59, -1.52], [-0.49, -0.37, -0.05], [-0.48, -0.01, -0.62], [0.74, 3.20, -0.02], [0.48, 0.93, -1.22], [0.18, -0.03, 0.11], [-0.06, -0.21, 0.08], [0.35, -0.06, 0.18], [0.08, 0.13, 0.00], [0.02, -0.03, -0.07]], "mulliken_charge": [0.13, 0.67, -0.43, -0.94, -0.53, -0.30, 0.31, 0.23, 0.25, 0.28, 0.33], "e_above_lowest_kcal_mol": 92.39, "lumo_ha": 0.0183, "homo_ev": -8.122, "charge": 0}


Record 10
{"formula": "C3H5NO2", "method": "wB97M-V/def2-TZVPD", "symbols": ["C", "C", "C", "N", "O", "O", "H", "H", "H", "H", "H"], "xyz": [[2.191, 1.072, 0.812], [-0.526, -1.169, -0.437], [-1.192, 0.028, 0.227], [-0.163, 0.097, -0.797], [1.643, 1.994, 1.193], [2.695, 0.094, 0.500], [-1.414, -1.633, -0.829], [-0.297, 0.499, -1.727], [0.186, -1.824, -0.105], [-2.216, 0.234, 0.071], [-0.907, 0.608, 1.093]], "forces_ev_per_a": [[-0.26, -0.94, 0.04], [-3.27, -0.12, 0.71], [2.11, 0.96, 0.71], [0.53, 2.75, -1.51], [-0.91, 2.21, 0.59], [1.16, -1.33, -0.66], [0.09, -0.70, -1.26], [-0.55, -0.48, 0.41], [1.68, -1.39, 1.39], [-1.09, -0.27, -1.02], [0.51, -0.68, 0.60]], "mulliken_charge": [0.71, -0.39, -0.35, -0.34, -0.37, -0.36, 0.24, 0.20, 0.27, 0.24, 0.14], "e_above_lowest_kcal_mol": 43.85, "lumo_ha": 0.0306, "homo_ev": -9.694, "charge": 0}